No. 1
3 unconnected molecules or ions with the total composition H6O3, computed with the ωB97M-V functional and the def2-TZVPD basis.

Structure (XYZ):
```
9
Properties=species:S:1:pos:R:3:forces:R:3
O -0.075854 2.402152 0.081696 -0.11 -0.08 -0.04
O 0.694438 -0.101658 -1.264828 -0.07 -0.08 0.32
O -0.474772 -1.415601 1.061887 -0.12 -0.12 0.05
H 0.552156 -0.815591 -1.894316 0.00 0.07 0.05
H 0.768160 2.201589 0.498431 -0.04 0.01 -0.08
H 0.462679 -0.483057 -0.396588 0.01 -0.03 -0.35
H -1.423654 -1.243099 1.103158 0.16 0.02 0.01
H -0.354157 -2.294116 1.441108 0.00 0.13 -0.05
H -0.148996 1.749380 -0.630548 0.18 0.08 0.09
```
Forces are in eV/Å.

Properties
* LUMO level: 0.443 eV
* frontier orbital gap: 11.27 eV
* SMILES string: O.O.O
* maximum force: 0.35 eV Å⁻¹


No. 2
2 unconnected molecules or ions with the total composition C3H2INS, computed with the ωB97M-V functional and the def2-TZVPD basis.

Structure (XYZ):
```
8
Properties=species:S:1:pos:R:3:forces:R:3
I -4.867937 0.014273 -0.018028 1.60 -0.44 0.07
S -0.934148 -2.690070 0.043560 -1.95 0.75 0.44
N 0.597752 -2.345028 -0.025314 1.90 -1.10 -0.48
C -0.186116 -0.222873 0.072851 -0.95 2.68 -0.56
C 0.920979 -1.077495 -0.067855 -0.17 -0.69 0.13
C -1.276124 -1.013884 0.131444 -1.52 -0.60 -0.02
H 1.964137 -0.957858 -0.258683 0.43 1.02 0.19
H -0.315926 0.901434 0.005257 0.66 -1.63 0.22
```
Forces are in eV/Å.

Properties
* LUMO level (alpha / beta): -4.017 / -4.041 eV
* frontier orbital gap (alpha / beta): 5.05 / 5.00 eV
* maximum force: 2.90 eV Å⁻¹


No. 3
2 unconnected molecules or ions with the total composition C3H12N2OS, computed with the ωB97M-V functional and the def2-TZVPD basis.

Structure (XYZ):
```
19
Properties=species:S:1:pos:R:3:forces:R:3
S -2.648923 -0.962218 -1.055632 0.08 -0.05 -0.10
O 0.577147 0.173622 2.867040 -0.10 -0.25 0.16
N 2.718456 -0.165724 0.620290 -0.10 -0.18 -0.13
N 0.832918 1.013091 -0.275436 0.18 0.26 -0.01
C -0.038399 -0.097654 -0.602546 -0.12 -0.29 0.14
C 2.241925 0.736546 -0.432616 0.34 0.12 0.01
C -1.495721 0.327096 -0.540238 0.21 0.45 0.05
H 0.613172 1.834330 -0.827428 -0.16 -0.11 0.00
H 2.490945 0.359365 -1.441336 -0.14 -0.16 0.02
H 0.109553 -0.886432 0.143755 0.06 0.03 -0.07
H 0.170492 -0.535185 -1.591873 0.00 0.03 0.00
H 3.733177 -0.240184 0.576380 -0.23 0.06 0.07
H -1.611345 1.193912 -1.197306 -0.32 -0.16 -0.12
H 1.325832 0.061261 2.259513 0.02 0.34 0.00
H 2.780337 1.678146 -0.324350 -0.02 0.05 0.07
H 2.362919 -1.100382 0.437806 0.11 0.01 0.04
H -2.251560 -1.821919 -0.106784 -0.12 -0.07 -0.02
H -1.775414 0.657002 0.457653 0.20 0.01 0.08
H 0.606312 1.084610 3.174865 0.11 -0.08 -0.19
```
Forces are in eV/Å.

Properties
* LUMO level: 0.853 eV
* frontier orbital gap: 9.90 eV
* SMILES string: NCNCCS.O
* maximum force: 0.50 eV Å⁻¹


No. 4
2 unconnected molecules or ions with the total composition C3HNO2, computed with the ωB97M-V functional and the def2-TZVPD basis.

Structure (XYZ):
```
7
Properties=species:S:1:pos:R:3:forces:R:3
O 1.689445 1.996694 0.148965 -0.77 -0.27 -0.63
O 1.919628 -1.533380 -0.205125 0.16 0.56 0.88
N -1.792470 -0.289866 1.009980 1.42 -0.02 2.92
C 1.436541 0.869724 -0.136043 1.77 -0.35 1.88
C -2.347549 -0.362826 0.037252 -1.96 0.46 -5.22
C 1.840687 -0.414308 0.172701 -1.18 0.06 -2.13
H -2.746280 -0.266036 -1.027731 0.57 -0.44 2.28
```
Forces are in eV/Å.

Properties
* LUMO level (alpha / beta): -0.037 / -1.709 eV
* multiplicity: 3
* frontier orbital gap (alpha / beta): 8.69 / 11.39 eV
* maximum force: 5.59 eV Å⁻¹
* ⟨S²⟩: 2.015


No. 5
A molecular structure, C28H44Cl5I2MoN4O2S3Si, computed with the ωB97M-V functional and the def2-TZVPD basis.

Structure (XYZ):
```
90
Properties=species:S:1:pos:R:3:forces:R:3
I 1.271902 1.812525 -2.395892 -0.06 -0.18 0.15
I -0.537198 -0.236919 -4.720478 -0.04 -0.02 -0.01
Mo 0.845327 -0.638042 -0.756528 0.44 -0.92 0.32
Cl 1.311668 6.591867 4.381524 0.03 0.00 0.00
Cl 1.773676 3.498127 0.642259 -0.13 0.00 0.01
Cl 2.015037 0.632718 1.302572 -0.22 0.06 0.27
Cl -7.068008 1.785921 2.258000 0.09 0.03 -0.04
Cl -2.398762 2.807161 5.004203 0.00 0.08 -0.04
S 0.039836 -2.279358 1.154537 0.34 0.34 -0.39
S 3.319160 -0.811417 -1.195108 -0.20 0.01 -0.25
S -7.007220 1.964036 -0.705195 -0.10 -0.24 -0.13
Si 0.351341 -3.671910 -2.534954 -0.16 -0.01 -0.15
O -4.486332 3.901630 2.736048 -0.07 0.09 -0.17
O 0.627370 -2.145057 -1.645791 -0.28 0.66 -0.14
N 4.607626 -2.753506 -2.403229 0.21 -0.07 0.03
N -2.494571 1.448008 0.893151 -0.42 0.18 0.16
N -0.827281 0.548885 -0.194201 -0.04 0.07 -0.23
N 4.014686 -3.278119 -0.251523 -0.19 0.12 0.17
C -1.450817 5.170904 1.903791 0.08 0.02 -0.11
C -6.288042 3.290855 -1.508824 0.01 -0.03 -0.11
C -5.765130 4.180920 -0.627699 0.16 0.11 0.24
C 0.016681 5.676377 3.709619 0.06 -0.01 0.09
C 0.975360 1.191324 -4.422529 -0.01 -0.09 -0.07
C -3.303970 1.997730 2.001306 0.16 -0.04 -0.11
C 4.008711 -2.436490 -1.269496 0.01 0.00 0.27
C -0.404971 5.922395 2.416722 -0.04 0.01 -0.20
C 3.644179 -2.972191 1.140938 0.12 -0.17 -0.10
C 6.900041 -3.733302 -2.196633 -0.03 0.07 0.05
C 5.455456 -3.946152 -2.629165 0.02 0.16 0.04
C -2.095297 4.181214 2.643741 -0.08 0.17 -0.01
C -0.598719 4.703613 4.481448 0.02 -0.06 0.12
C 4.863144 -2.655862 1.986863 0.08 -0.01 0.01
C 2.872037 2.231991 1.097233 -0.02 0.16 -0.05
C 0.666786 -5.039543 -1.341513 0.03 -0.18 0.25
C -5.442653 4.600109 1.917879 0.11 -0.08 -0.05
C 1.536063 -3.684848 -3.927315 0.31 0.16 -0.25
C -1.674978 -2.549552 0.676965 -0.09 -0.02 0.03
C -3.317014 3.532669 2.037662 -0.04 -0.09 0.03
C -1.649896 3.975778 3.950269 0.04 -0.11 0.05
C -5.931619 3.788455 0.743075 0.27 0.41 -0.09
C -0.204751 -1.613196 2.808566 0.10 0.05 0.09
C -1.235148 1.051665 0.981905 -0.10 -0.16 -0.34
C -2.946079 1.229283 -0.394099 -0.12 0.16 0.22
C -1.403965 -3.552299 -3.099094 -0.26 0.06 -0.06
C -1.911768 0.689838 -1.074140 0.36 -0.21 0.19
C -6.592096 2.603328 0.826065 -0.17 -0.16 0.13
H -1.860016 0.389759 -2.108128 0.06 -0.01 0.04
H -5.297577 5.112432 -0.928904 -0.05 -0.09 0.06
H -1.434596 -3.515381 -4.192772 -0.03 0.02 0.09
H 0.727119 -1.167604 3.157049 -0.08 -0.03 -0.01
H 4.642006 -2.023591 -3.099350 -0.10 -0.02 -0.06
H 4.565593 -2.489826 3.023113 0.01 0.00 -0.04
H 6.982005 -3.557467 -1.120845 -0.01 -0.01 -0.07
H 0.820924 -4.712505 -0.311248 0.02 -0.03 -0.01
H 0.687062 2.100249 -4.935868 0.06 0.08 -0.01
H 3.288483 2.434640 2.075672 0.04 -0.05 0.08
H 1.919950 0.807293 -4.782174 0.05 -0.01 0.00
H -1.978620 -4.431504 -2.793789 0.03 0.08 0.00
H 2.955398 -2.137388 1.117773 -0.11 0.14 -0.02
H -1.797945 5.375822 0.895033 0.00 0.02 0.07
H 2.573600 -3.644989 -3.589619 -0.06 -0.05 -0.05
H 5.373489 -1.762987 1.621743 -0.01 -0.02 0.02
H -3.369036 3.878526 0.999480 -0.05 -0.02 -0.05
H -6.323399 3.359560 -2.586435 -0.02 0.00 0.08
H -1.013931 -0.888444 2.821747 0.01 0.04 0.01
H -1.917881 -2.663819 -2.722482 -0.02 -0.05 -0.02
H 7.490997 -4.615732 -2.442517 -0.04 0.03 0.02
H -0.652050 1.151367 1.880435 0.06 -0.01 0.01
H -0.182003 -5.731799 -1.344993 0.11 0.05 0.03
H 1.360927 -2.860929 -4.622713 0.03 -0.07 0.01
H -6.259375 4.868962 2.582778 0.00 -0.07 0.09
H -4.988903 5.524665 1.550154 -0.04 0.04 0.00
H -2.192049 -1.602807 0.521287 0.00 -0.05 0.03
H 4.529001 -4.138885 -0.376819 0.02 -0.03 0.01
H -4.324007 1.660799 1.865207 -0.13 -0.12 -0.10
H -3.955719 1.479488 -0.701604 0.13 0.01 0.08
H 7.336911 -2.880146 -2.717492 -0.01 -0.05 0.02
H -1.690919 -3.143939 -0.234673 0.01 0.02 0.01
H 5.001744 -4.796855 -2.119342 -0.04 -0.04 -0.07
H -2.927903 1.574252 2.926662 0.01 0.00 0.02
H 5.571280 -3.486860 1.980658 -0.02 0.04 0.01
H 1.547436 -5.606954 -1.657066 -0.05 0.04 0.09
H 3.635377 2.088515 0.343817 0.05 -0.11 -0.07
H 5.392437 -4.160432 -3.692902 0.01 -0.02 -0.05
H -2.152319 -3.114514 1.477802 0.01 0.00 -0.05
H -0.279042 4.529993 5.501052 -0.02 0.02 -0.05
H 3.113708 -3.839762 1.531164 -0.04 -0.03 -0.02
H -0.459742 -2.454320 3.452982 0.02 0.02 -0.02
H 0.062926 6.704875 1.832437 -0.03 -0.04 0.03
H 1.398855 -4.623320 -4.479248 0.00 0.09 0.05
```
Forces are in eV/Å.

Properties
* LUMO level (alpha / beta): -9.844 / -9.803 eV
* frontier orbital gap (alpha / beta): 4.68 / 4.72 eV
* maximum force: 1.07 eV Å⁻¹
* net charge: +3


No. 6
A molecular structure, C16H27LiNO5, computed with the ωB97M-V functional and the def2-TZVPD basis.

Structure (XYZ):
```
50
Properties=species:S:1:pos:R:3:forces:R:3
O 0.916713 1.085048 -1.360890 -1.54 -4.37 0.31
O 0.173449 -0.186277 1.674445 0.13 -0.40 0.01
O -1.587346 1.382742 -0.377948 -0.13 1.26 -0.78
O -0.625050 -1.852482 -0.146978 -0.19 -0.06 0.37
O -2.561311 3.195080 -1.272779 0.35 0.83 -0.76
N -0.401300 2.852587 -1.751194 -1.49 -0.32 0.70
C -0.035150 -1.495668 2.225851 -0.41 0.40 0.08
C -2.024905 -1.995299 -0.457596 0.05 -0.15 0.20
C 2.002110 3.013615 -0.931040 1.95 -1.51 -1.09
C 2.506522 2.079118 -7.638855 0.85 0.50 0.15
C -0.135007 -2.485212 1.059782 0.28 0.14 -0.62
C 1.737301 1.227697 -5.599030 -1.35 1.93 0.45
C 4.000142 2.559169 -5.720046 -3.77 -1.79 0.15
C 3.090552 2.127189 -0.616115 -0.08 1.22 -4.62
C 4.862419 3.052784 -4.778823 -2.95 -2.67 1.82
C -1.544558 2.389958 -1.087768 0.60 -1.36 0.54
C 2.792338 1.932878 -6.156108 0.35 0.79 -0.32
C -2.124740 4.313754 -2.132324 -1.08 0.81 0.33
C 0.774991 2.248585 -1.321694 1.48 2.66 -0.33
C 0.092979 0.934515 2.555253 -0.16 0.12 0.14
C 5.061575 2.903557 -6.704716 0.61 1.08 -0.48
C -0.696500 4.020431 -2.579418 0.38 -0.30 -0.01
Li -0.174122 0.072273 -0.236565 -0.12 -0.51 0.27
H 2.211810 3.587914 -1.804983 0.33 3.05 0.37
H 4.711332 3.709725 -7.327350 0.24 0.52 -0.25
H -0.766721 -3.344565 1.336582 0.30 0.25 -0.15
H 4.631676 3.875274 -4.107140 0.66 2.03 -1.33
H -2.263748 -1.199490 -1.174959 0.00 -0.28 0.20
H -0.917191 1.368553 2.504470 0.21 -0.17 0.13
H 5.285166 2.348131 -4.071983 1.87 -0.74 -0.53
H -2.858136 4.361710 -2.962992 0.59 0.04 0.55
H 0.331505 0.677626 3.600519 0.00 -0.01 -0.45
H 0.824922 -1.773238 2.856146 -0.34 0.08 -0.05
H 0.808536 1.678361 2.183728 -0.10 -0.19 0.19
H 1.710360 0.633322 -4.742628 0.48 -0.51 1.70
H 2.825559 1.725975 -1.697660 -0.06 -2.22 2.25
H 4.119409 2.381182 -1.052621 -0.85 1.18 2.15
H 5.990086 3.237778 -6.250439 1.39 0.45 0.08
H -2.160707 5.248086 -1.535376 -0.25 -0.69 -0.25
H 5.291562 1.994063 -7.236930 0.52 -0.37 0.02
H -2.219491 -2.976054 -0.918550 0.09 0.29 0.18
H 0.028611 4.810511 -2.361421 -0.37 0.08 -0.13
H 2.692396 3.092692 -7.984331 0.05 0.09 -0.40
H 0.728214 1.701681 -5.820583 1.14 -1.35 -0.46
H -0.959971 -1.530692 2.825867 0.27 0.27 -0.08
H -2.657063 -1.871912 0.437382 0.24 -0.01 -0.27
H 1.492416 1.774986 -7.868006 0.01 -0.02 0.01
H 0.884410 -2.821797 0.814399 -0.47 -0.07 -0.05
H -0.697112 3.788385 -3.658506 0.40 -0.15 0.49
H 3.189349 1.372382 -8.120270 -0.12 0.14 -0.42
```
Forces are in eV/Å.

Properties
* LUMO level (alpha / beta): -4.339 / -5.084 eV
* frontier orbital gap (alpha / beta): 4.72 / 2.77 eV
* maximum force: 4.78 eV Å⁻¹
* net charge: +1


No. 7
2 unconnected molecules or ions with the total composition CH6S4, computed with the ωB97M-V functional and the def2-TZVPD basis.

Structure (XYZ):
```
11
Properties=species:S:1:pos:R:3:forces:R:3
S 2.357200 -1.904533 -0.533057 -0.17 0.24 -0.97
S -1.285578 2.870077 -0.042581 -0.78 1.08 0.01
S -2.794937 1.416583 -0.096678 0.56 -0.55 0.09
S 1.463082 -3.207618 0.783839 0.03 0.12 1.25
C 0.229536 2.009323 -0.145781 1.14 -1.07 -0.02
H 1.677193 -2.488176 1.965497 -0.32 -0.41 -1.28
H -2.100565 0.410943 -0.702837 -0.24 0.54 0.03
H 1.438455 -1.983090 -1.566479 0.43 0.08 0.99
H 1.085761 2.607649 -0.468880 -0.53 0.31 -0.09
H 0.114623 1.192019 -0.805057 -0.12 -0.56 -1.69
H 0.571061 1.412583 0.668075 -0.01 0.22 1.67
```
Forces are in eV/Å.

Properties
* LUMO level: 0.177 eV
* frontier orbital gap: 8.42 eV
* SMILES string: CSS.SS
* maximum force: 1.78 eV Å⁻¹